Density functional theory data (ωB97M-V with the def2-TZVPD basis set) for a cluster of 12 separate species, C73H153Cl10N7O7 in total at a distorted geometry.

Molar mass: 1595.599 u
Frontier orbital gap: 8.663 eV
Spin multiplicity: 1
Structure (SMILES): CC1(C)CCCC(C)(C)N1O.CC1(C)CCCC(C)(C)N1O.CC1(C)CCCC(C)(C)N1O.CC1(C)CCCC(C)(C)N1O.CC1(C)CCCC(C)(C)N1O.CC1(C)CCCC(C)(C)N1O.CC1(C)CCCC(C)(C)N1O.ClCCCl.ClCCCl.ClCCCl.ClCCCl.ClCCCl
Total charge: 0

Each line ends with the Löwdin charge.
Cartesian coordinates (Å):
H1 0.372 2.310 -5.778  0.049
O1 8.687 0.762 -0.825  -0.040
H2 -5.478 2.005 -2.560  0.083
H3 -6.514 -3.916 -4.697  0.081
Cl1 2.775 1.971 3.015  0.552
H4 1.249 3.391 6.104  0.087
H5 4.623 -0.522 0.369  0.112
H6 -7.521 -2.637 -1.405  0.059
C1 6.392 1.263 -1.172  -0.485
C2 -7.264 -3.145 -2.317  -0.002
C3 -0.195 -6.518 5.318  -0.045
H7 3.729 -3.351 8.004  0.085
C4 -2.168 -6.023 -1.452  -0.582
H8 6.925 2.645 0.654  0.049
C5 0.388 -0.255 -1.080  -0.503
H9 -0.994 -3.113 -0.154  0.057
C6 4.399 -5.351 6.499  -0.014
N1 7.432 0.224 -1.149  -0.087
N2 -3.037 5.135 -0.586  -0.071
H10 -5.595 -1.057 4.761  0.111
H11 -0.095 -2.284 -2.122  0.055
N3 -4.096 0.164 5.257  -0.072
C7 -2.599 4.001 0.318  -0.486
C8 -3.513 3.736 1.457  -0.044
H12 4.235 1.230 -1.456  0.123
H13 -1.513 0.648 -1.538  0.061
H14 1.806 0.754 -7.649  0.103
H15 2.087 -0.051 -2.397  0.092
C9 -2.948 -0.882 7.226  -0.008
C10 -2.711 -1.777 4.915  -0.034
H16 6.014 -2.636 -0.249  0.126
C11 -5.894 -2.762 -2.960  -0.470
H17 1.481 2.359 -4.517  0.053
H18 0.175 0.994 2.186  0.073
H19 6.837 1.848 -3.238  0.081
C12 -4.886 -0.460 -1.391  -0.131
C13 -4.413 1.604 5.525  -0.473
H20 0.400 -1.428 2.619  0.106
H21 7.622 2.766 -1.965  0.074
C14 1.282 1.852 -5.496  -0.054
H22 1.405 -3.795 1.705  0.105
C15 0.639 -2.060 0.644  -0.498
H23 1.172 2.344 -8.152  0.114
Cl2 -1.206 -6.670 1.055  0.539
C16 -2.543 0.103 -6.266  -0.623
H24 6.459 3.104 -7.313  0.069
H25 1.824 -6.564 7.951  0.061
C17 2.968 -4.660 6.517  -0.488
H26 -2.559 -5.123 -1.058  0.028
C18 1.683 -3.116 0.840  -0.029
C19 2.849 -4.001 7.917  -0.029
H27 7.826 -1.635 1.740  0.095
H28 1.799 -3.724 -0.016  0.000
C20 2.810 -3.601 5.380  -0.110
H29 -3.854 -2.498 -2.463  0.102
H30 -5.629 -2.072 -0.072  0.120
C21 -4.752 -2.848 -1.996  -0.159
C22 -2.429 2.736 -0.566  -0.058
H31 4.477 -6.127 5.793  0.060
C23 0.513 -5.417 6.038  -0.526
H32 2.673 4.425 -7.183  0.059
C24 -5.204 1.793 6.841  -0.031
H33 -1.784 -0.701 -0.567  0.059
H34 0.492 -0.317 -3.179  0.092
N4 0.958 -1.517 -0.667  -0.068
H35 -1.046 2.418 6.035  0.052
H36 -4.877 -3.173 -4.892  0.080
C25 -5.395 1.997 4.415  -0.036
Cl3 0.241 4.572 -3.001  0.625
H37 -6.187 1.228 4.437  0.087
H38 -3.349 -0.823 -4.584  0.018
H39 -2.114 1.733 7.256  0.102
N5 3.649 1.667 -5.977  -0.049
H40 -3.452 2.735 1.823  0.060
H41 1.365 0.748 -5.369  0.100
O2 2.041 -6.831 7.068  -0.013
Cl4 4.048 -2.800 -3.675  0.617
C26 1.390 -3.011 5.331  -0.180
H42 -1.646 0.674 4.398  0.125
H43 -3.698 6.417 2.082  0.063
H44 -6.473 -1.020 -5.214  0.105
C27 3.013 -5.006 -2.538  -0.574
C28 4.431 1.297 -8.231  -0.126
C29 3.632 -3.638 -2.181  -0.673
H45 -7.633 0.946 -1.562  0.076
H46 8.703 1.057 0.088  0.068
H47 -2.511 7.368 -1.967  0.063
H48 -0.799 -3.359 1.546  0.084
H49 5.101 0.200 -2.591  0.123
N6 1.959 -5.679 6.226  -0.084
H50 4.612 -5.814 7.474  0.078
C30 -1.152 -0.364 -1.386  -0.019
H51 2.704 -2.709 0.943  0.096
H52 -1.806 0.178 -4.279  0.057
C31 2.430 2.377 -6.405  -0.482
C32 0.740 -0.967 1.701  -0.160
C33 -1.623 6.846 0.456  -0.143
C34 8.450 -1.898 -0.894  -0.047
C35 -5.579 -3.660 -4.190  -0.014
H53 -4.599 1.951 7.749  0.081
H54 2.077 -4.994 -3.056  0.059
C36 -7.407 -0.070 -1.869  -0.008
C37 4.875 1.743 -6.807  -0.471
H55 6.824 0.758 -6.950  0.089
H56 2.907 4.027 4.316  0.066
H57 4.036 1.469 -4.088  0.060
H58 -3.680 -1.661 7.332  0.071
H59 -4.236 4.626 -2.004  0.055
H60 1.096 -2.304 6.087  0.092
H61 -3.863 -2.002 -0.204  0.092
H62 -0.715 0.013 5.832  0.120
H63 -0.027 5.950 1.738  0.087
H64 -4.195 7.909 1.204  0.081
H65 -1.601 7.841 0.907  0.124
H66 -3.086 -0.036 7.919  0.081
H67 -2.945 -6.771 -1.504  0.059
C38 3.168 2.030 -8.779  -0.168
C39 -3.105 2.455 5.457  -0.129
C40 7.345 -1.046 -0.317  -0.494
C41 6.009 -1.675 -0.789  -0.159
H68 3.519 -2.864 5.551  0.089
C42 2.645 2.994 4.523  -0.580
H69 -2.538 5.331 -5.157  0.083
C43 -0.298 -5.156 7.283  -0.037
H70 0.301 1.743 -0.167  0.092
H71 -3.929 -0.179 -1.834  0.090
H72 -2.913 1.126 -6.236  0.061
Cl5 -2.859 3.250 -3.916  0.636
H73 6.361 -0.533 1.585  0.077
H74 -5.051 6.563 0.877  0.062
H75 3.737 -5.553 -3.107  0.050
H76 -5.048 0.284 -0.585  0.127
H77 8.026 0.106 1.410  0.081
C44 7.377 -0.782 1.190  -0.012
H78 -5.109 -4.613 -3.939  0.075
H79 2.918 1.568 -9.740  0.107
H80 5.551 3.680 -5.903  0.080
C45 0.568 0.746 0.069  -0.106
H81 -3.444 3.398 5.815  0.112
C46 4.841 -0.721 -0.714  -0.193
Cl6 -3.603 -0.982 -7.240  0.546
H82 3.905 -1.183 -1.063  0.076
H83 4.454 -3.778 -1.506  0.051
H84 5.429 2.787 -0.066  0.050
H85 -1.728 -2.166 5.049  0.050
H86 6.154 -1.951 -1.838  0.096
H87 9.431 -1.588 -0.580  0.073
H88 2.009 -3.239 7.932  0.087
H89 -5.826 2.921 4.657  0.059
H90 1.636 0.801 0.212  0.108
C47 6.710 2.276 -2.228  -0.035
Cl7 0.086 3.826 4.096  0.634
H91 0.418 -6.862 4.460  0.103
O3 -6.914 -1.156 -4.357  -0.044
C48 2.506 3.922 -6.262  -0.009
H92 -5.068 2.002 3.362  0.076
H93 -1.426 -0.994 -2.239  0.052
H94 -0.499 4.128 -0.075  0.090
H95 1.812 -0.672 1.888  0.121
C49 -0.926 -6.602 -0.723  -0.642
C50 -2.903 -0.530 5.709  -0.531
C51 -1.954 1.801 6.187  -0.195
H96 -1.802 5.554 -2.715  0.009
H97 -0.618 -3.940 5.043  0.096
C52 -4.077 6.830 1.160  -0.004
H98 -2.776 2.560 4.388  0.106
H99 0.865 1.894 5.273  0.030
H100 -2.173 1.860 0.035  0.072
C53 1.030 0.209 -2.315  -0.018
H101 -4.183 7.470 -1.646  0.057
H102 -8.001 -2.982 -3.084  0.080
H103 2.973 -3.018 -1.636  0.000
C54 -1.028 5.771 1.406  -0.167
H104 -0.218 -6.031 7.911  0.074
H105 8.515 -2.963 -0.610  0.096
O4 -4.351 4.930 -1.090  -0.045
H106 -1.070 0.177 1.311  0.098
O5 0.729 -2.500 -1.674  -0.036
C55 -1.689 0.450 5.501  -0.119
C56 -5.935 -0.217 -2.503  -0.490
C57 -1.912 4.618 -4.609  -0.608
H107 5.546 -0.120 -6.056  0.080
H108 3.293 4.098 -5.569  0.062
H109 -6.477 1.396 -3.808  0.064
H110 -0.041 -4.364 7.973  0.071
H111 -3.399 4.355 2.329  0.062
H112 4.311 0.245 -8.308  0.102
C58 5.090 0.538 -1.518  -0.143
H113 5.062 -4.460 6.300  0.097
H114 -1.491 5.772 2.388  0.078
H115 -5.846 0.901 7.012  0.089
H116 -0.075 -5.981 -0.922  0.005
H117 1.564 4.289 -5.843  0.060
C59 -1.183 5.420 -3.574  -0.668
Cl8 2.788 -5.979 -1.023  0.572
C60 -3.029 6.517 0.030  -0.468
H118 -4.700 -3.935 -1.810  0.121
H119 3.289 2.596 5.281  0.058
H120 8.424 -1.792 -1.957  0.084
H121 4.853 3.924 -7.562  0.072
O6 -5.199 -0.724 5.586  -0.052
H122 -3.470 -2.478 5.240  0.083
C61 1.196 2.878 5.122  -0.617
H123 -1.664 2.979 -1.310  0.038
O7 4.024 2.225 -4.662  -0.054
H124 -3.343 2.520 -1.102  0.050
C62 2.022 1.780 -7.798  -0.134
Cl9 -1.730 -5.754 -3.219  0.500
H125 -2.010 -1.373 7.379  0.068
C63 0.003 0.261 1.412  -0.197
H126 5.821 2.955 -2.278  0.104
C64 -5.634 1.127 -3.227  -0.036
H127 3.009 -4.040 4.416  0.120
C65 6.005 0.840 -6.240  -0.011
H128 -0.845 3.549 1.500  0.090
H129 -1.599 0.089 -6.716  0.031
H130 -1.346 -4.971 6.969  0.102
H131 -1.225 4.155 -5.367  0.067
H132 -7.203 -4.166 -2.137  0.062
C66 -3.250 7.528 -1.161  -0.037
C67 -1.173 4.356 0.779  -0.138
H133 -7.470 -0.676 -0.956  0.066
H134 5.282 1.568 -8.902  0.125
H135 -4.602 3.943 1.236  0.113
C68 -0.787 -2.620 0.742  -0.007
H136 -0.672 -7.541 -1.143  0.057
H137 -2.839 -1.631 3.828  0.099
H138 -0.473 -7.357 5.922  0.079
H139 -3.031 8.566 -0.821  0.096
Cl10 -1.444 -2.050 -4.998  0.583
H140 -5.879 2.634 6.741  0.071
H141 -0.812 6.387 -3.958  0.090
C69 -4.779 -1.886 -0.797  -0.146
H142 -1.512 -1.899 0.985  0.045
C70 5.458 3.242 -6.919  -0.020
H143 3.275 3.123 -8.889  0.101
C71 0.450 -4.163 5.094  -0.137
H144 5.718 1.466 1.002  0.073
H145 -8.103 -0.331 -2.600  0.049
H146 -4.768 0.891 -3.870  0.058
C72 -2.361 -0.539 -4.900  -0.689
H147 0.736 1.221 -2.393  0.067
C73 6.173 2.103 0.195  0.000
N7 -5.834 -1.313 -3.426  -0.087
H148 0.814 -4.475 4.115  0.108
H149 -1.088 -6.095 4.832  0.090
H150 1.302 -2.371 4.445  0.092
H151 6.295 1.294 -5.341  0.035
H152 -0.976 6.871 -0.438  0.120
H153 2.812 -4.806 8.626  0.069